[1]
A cluster of 4 separate species, C31H44N4O5S in total at a distorted geometry. Source: the Open Molecules 2025 dataset; level of theory: wB97M-V/def2-TZVPD.

Properties
Net charge: 0
E_LUMO: -0.30 eV
Frontier orbital gap: 8.580 eV
Structure (SMILES): C=Cc1cc2c(c(OCCOCC)c1CCCS)C(=O)N(CC=O)C2=O.CCCC#N.CCCC#N.CCCC#N
HOMO: -8.88 eV
E_tot: -2200.91661 hartree

Geometry as XYZ:
```
85
Properties=species:S:1:pos:R:3:mulliken_charge:R:1
C -0.54827 -3.00848 2.88754 -0.65
C -0.36281 -3.18391 1.56629 -0.83
C -0.76865 -2.18925 0.53191 1.41
C -2.14210 -1.93643 0.44873 -1.50
C -2.56597 -1.01432 -0.49214 1.08
C -1.65578 -0.40749 -1.35302 -0.49
C -0.29970 -0.69843 -1.29458 0.63
O 0.53081 -0.08442 -2.20333 -0.65
C 1.03063 -0.99455 -3.19914 -0.53
C 0.80369 -0.43737 -4.58523 -0.78
O 1.36693 0.83211 -4.78205 -0.28
C 2.57257 0.85342 -5.52578 -0.47
C 3.77560 0.90552 -4.59005 -0.63
C 0.17841 -1.58194 -0.31465 0.62
C 1.65126 -1.87773 -0.16111 -1.39
C 2.57542 -0.63917 -0.15193 -0.18
C 1.95137 0.58456 0.51330 -0.51
S 3.18356 1.80624 1.05344 -0.22
C -2.41411 0.51226 -2.26611 0.16
O -2.13388 0.89531 -3.35176 -0.51
N -3.64601 0.76886 -1.56968 0.04
C -3.55924 1.82142 -0.55216 -0.04
C -3.66489 3.21781 -1.15976 -0.23
O -4.59365 3.54399 -1.83600 -0.44
C -3.93226 -0.47104 -0.86372 -0.18
O -5.03124 -0.90326 -0.71680 -0.54
H -0.30217 -2.05712 3.34388 0.22
H -0.95095 -3.82584 3.47080 0.27
H 0.08129 -4.09955 1.18142 0.41
H -2.84455 -2.43168 1.09438 0.56
H 0.51139 -1.95350 -3.14430 0.39
H 2.08217 -1.19578 -2.99035 0.32
H 1.16756 -1.18847 -5.29439 0.39
H -0.27397 -0.37861 -4.74057 0.35
H 2.64800 0.02666 -6.23563 0.34
H 2.55522 1.76752 -6.11919 0.30
H 3.75899 0.04790 -3.92176 0.13
H 4.69710 0.94526 -5.16603 0.21
H 3.66147 1.79162 -3.97042 0.28
H 1.79003 -2.37140 0.79724 0.53
H 1.94928 -2.57803 -0.94134 0.34
H 3.47272 -0.88914 0.40779 0.63
H 2.86585 -0.38186 -1.16614 0.00
H 1.30754 1.12543 -0.17183 0.07
H 1.32680 0.29579 1.35756 0.26
H 3.31984 1.48730 2.34782 0.14
H -4.37403 1.69065 0.15541 0.17
H -2.61799 1.78333 0.01252 0.34
H -2.87191 3.94948 -0.92827 0.35
C -7.62148 -0.76960 3.95705 -1.14
C -7.29682 0.32660 2.94837 -0.60
C -6.43548 -0.17233 1.78107 -0.23
C -5.15399 -0.68635 2.26153 0.42
N -4.14265 -1.10626 2.60165 -0.53
H -6.71726 -1.16112 4.42595 0.31
H -8.25918 -0.38150 4.75106 0.36
H -8.14507 -1.59969 3.47967 0.29
H -6.78330 1.14495 3.45777 0.30
H -8.22504 0.73406 2.54542 0.36
H -6.24223 0.63672 1.07824 0.23
H -6.94424 -0.96811 1.23797 0.34
C 8.87610 1.93510 -2.86192 -1.14
C 9.39130 1.13586 -4.05343 -0.46
C 8.30255 0.27997 -4.71098 -0.24
C 7.75629 -0.69434 -3.76425 0.26
N 7.33846 -1.45659 -3.01648 -0.45
H 8.51772 1.27955 -2.06742 0.36
H 9.67167 2.55123 -2.44353 0.33
H 8.05752 2.59499 -3.15544 0.30
H 10.21268 0.49387 -3.73048 0.29
H 9.79540 1.82047 -4.80113 0.31
H 8.70780 -0.26212 -5.56572 0.31
H 7.48677 0.91055 -5.06825 0.14
C -3.01391 0.00550 7.38517 -1.15
C -2.71689 1.13455 6.40514 -0.52
C -1.96019 0.65677 5.16013 0.14
C -0.66810 0.07194 5.52249 0.14
N 0.34479 -0.38516 5.80689 -0.51
H -2.09544 -0.43950 7.76984 0.36
H -3.57852 0.37978 8.23919 0.35
H -3.60229 -0.78168 6.90975 0.27
H -2.13653 1.90837 6.91119 0.31
H -3.65509 1.59362 6.08773 0.32
H -1.78315 1.49145 4.48106 0.32
H -2.54357 -0.09524 4.62390 -0.03
```

[2]
A structure of composition C31H44N4P2Pd at a distorted geometry. Source: the Open Molecules 2025 dataset; level of theory: wB97M-V/def2-TZVPD.

Properties
Net charge: 0
E_LUMO (spin up / spin down): -0.32 / -2.54 eV
Frontier orbital gap (spin up / spin down): 6.184 / 5.541 eV
2S+1: 3
HOMO (spin up / spin down): -6.51 / -8.08 eV
E_tot: -2236.92985 hartree

Geometry as XYZ:
```
82
Properties=species:S:1:pos:R:3:mulliken_spin:R:1
Pd -0.33494 1.78926 -1.36816 0.75
C -2.96353 -0.10594 3.92226 0.00
C -1.66724 -0.23769 3.59470 0.00
C -1.11223 -1.26546 2.65243 -0.02
C -1.85847 -1.35711 1.31534 -0.06
C -2.71125 -2.58414 1.27295 0.01
C -3.26873 -3.13670 2.35188 0.00
C -3.47470 -2.60118 3.73234 0.00
C -4.00156 -1.18269 4.02589 0.00
C -1.41707 0.93914 -2.81850 0.59
H -3.32646 0.89736 4.16681 0.00
H -0.96285 0.56736 3.84619 0.00
H -1.12621 -2.24887 3.11549 0.00
H -0.05660 -1.06927 2.46329 0.01
H -2.48421 -0.47027 1.14263 0.00
H -1.12812 -1.35239 0.49542 0.06
H -2.79317 -3.02994 0.27805 0.00
H -3.64609 -4.16130 2.26129 0.00
H -2.56117 -2.74000 4.31108 0.00
H -4.18095 -3.29234 4.20585 0.00
H -4.90860 -0.94841 3.44976 0.00
H -4.33164 -1.20156 5.08139 0.00
H -2.40727 0.76713 -2.38379 -0.04
H -0.97066 0.12281 -3.42188 -0.04
H -1.49714 1.85334 -3.42875 0.02
P 0.60266 -0.89235 -2.16679 -0.05
P 1.45998 2.06688 0.17308 0.03
N 0.55183 -2.58334 -1.55882 0.03
N 1.82432 -1.25897 -3.53108 0.02
N 2.05826 0.91611 1.58156 0.00
N 3.02672 3.12790 0.46732 0.00
C 1.84366 -0.37249 -0.98743 -0.09
C 2.26472 1.08948 -1.15393 0.17
C -0.46108 -3.49604 -1.88126 0.00
C -0.04045 -4.77909 -1.54573 0.00
C 1.28425 -4.66532 -1.02504 0.00
C 1.59915 -3.31982 -1.00004 0.01
C 1.59527 -1.11001 -4.89889 0.00
C 2.63921 -1.71252 -5.60459 0.00
C 3.52008 -2.29475 -4.64400 0.00
C 3.00622 -1.98580 -3.39199 0.00
C 1.59067 0.98087 2.89525 0.00
C 2.37121 0.17117 3.72344 0.00
C 3.40802 -0.38288 2.91084 0.00
C 3.19490 0.09306 1.61709 0.00
C 4.12286 2.95662 1.31405 0.00
C 5.17804 3.76623 0.89552 0.00
C 4.70347 4.49797 -0.23593 0.00
C 3.39659 4.07880 -0.48025 0.00
H 2.72555 -1.00376 -1.05443 -0.02
H 1.37942 -0.57808 -0.01959 0.00
H 3.35568 1.19084 -1.13052 0.00
H 1.91426 1.48479 -2.13352 -0.01
H -1.37175 -3.14744 -2.33922 0.01
H -0.60282 -5.69774 -1.65056 0.00
H 1.95641 -5.45445 -0.71820 0.00
H 2.50146 -2.85511 -0.63363 0.00
H 0.70877 -0.59962 -5.24635 0.00
H 2.76713 -1.74111 -6.67762 0.00
H 4.40740 -2.88644 -4.82682 0.00
H 3.39671 -2.26089 -2.42904 0.00
H 0.77334 1.63947 3.14334 0.00
H 2.20585 -0.01271 4.77902 0.00
H 4.22667 -1.02565 3.22541 0.00
H 3.77982 -0.11214 0.73458 0.00
H 4.09946 2.28239 2.15298 0.00
H 6.15554 3.81142 1.35497 0.00
H 5.25156 5.23786 -0.79696 0.00
H 2.68833 4.37878 -1.23544 0.00
C -4.14338 1.66660 -0.31107 0.02
C -3.60032 2.76489 -1.21755 -0.06
C -4.28836 4.07812 -0.75317 0.03
C -2.04981 2.95263 -1.17654 0.64
H -3.91881 1.89997 0.73960 0.00
H -3.76615 0.67079 -0.56254 -0.01
H -5.24082 1.64363 -0.38894 0.00
H -3.88085 2.55374 -2.26824 0.00
H -4.01731 4.28276 0.29981 0.00
H -3.99534 4.92961 -1.38481 -0.01
H -5.38529 3.97282 -0.79759 0.01
H -1.77541 3.51448 -2.09290 0.01
H -1.80666 3.57670 -0.32084 -0.02
```